No. 1
Formula: H4O2
Source: OMol25
Level of theory: ωB97M-V with the def2-TZVPD basis set

## Properties
energy relative to the best compared isomer or geometry (same formula, charge and spin): 34.1 kJ/mol
SMILES: O.O

ORCA input file:
```
! wB97M-V def2-TZVPD RIJCOSX def2/J DEFGRID3
* xyz 0 1
O 2.179 -0.815 0.258
H 2.130 -1.812 0.312
H 1.250 -0.698 0.058
O -1.915 1.093 -0.621
H -1.256 0.627 -0.061
H -2.388 1.604 0.054
*
```



No. 2
Formula: H4O2
Source: OMol25
Level of theory: ωB97M-V with the def2-TZVPD basis set

## Properties
energy relative to the best compared isomer or geometry (same formula, charge and spin): 28.5 kJ/mol
SMILES: O.O

ORCA input file:
```
! wB97M-V def2-TZVPD RIJCOSX def2/J DEFGRID3
* xyz 0 1
O -0.191 1.331 -0.807
H -0.065 0.502 -0.237
H -0.818 1.877 -0.381
O 0.134 -0.891 0.447
H 0.108 -1.749 -0.128
H 0.833 -1.070 1.106
*
```



No. 3
Formula: H4O2
Source: OMol25
Level of theory: ωB97M-V with the def2-TZVPD basis set

## Properties
energy relative to the best compared isomer or geometry (same formula, charge and spin): 31.5 kJ/mol
SMILES: O.O

ORCA input file:
```
! wB97M-V def2-TZVPD RIJCOSX def2/J DEFGRID3
* xyz 0 1
O 0.383 1.321 0.360
H 0.684 1.185 -0.582
H -0.158 0.543 0.566
O -0.488 -1.222 -0.307
H 0.283 -0.885 -0.815
H 0.037 -1.635 0.411
*
```



No. 4
Formula: H4O2
Source: OMol25
Level of theory: ωB97M-V with the def2-TZVPD basis set

## Properties
energy relative to the best compared isomer or geometry (same formula, charge and spin): 15.4 kJ/mol
SMILES: O.O

ORCA input file:
```
! wB97M-V def2-TZVPD RIJCOSX def2/J DEFGRID3
* xyz 0 1
O 1.515 -0.019 -0.110
H 1.949 0.727 0.373
H 1.175 -0.649 0.596
O -1.597 -0.082 0.010
H -0.678 -0.150 -0.249
H -1.789 0.879 0.077
*
```



No. 5
Formula: H4O2
Source: OMol25
Level of theory: ωB97M-V with the def2-TZVPD basis set

## Properties
energy relative to the best compared isomer or geometry (same formula, charge and spin): 21.4 kJ/mol
SMILES: O.O

ORCA input file:
```
! wB97M-V def2-TZVPD RIJCOSX def2/J DEFGRID3
* xyz 0 1
O -0.950 -1.352 -0.391
H -1.138 -0.432 -0.100
H -1.117 -1.447 -1.351
O 1.003 1.386 0.475
H 0.607 0.948 -0.265
H 1.224 0.657 1.047
*
```



No. 6
Formula: H4O2
Source: OMol25
Level of theory: ωB97M-V with the def2-TZVPD basis set

## Properties
energy relative to the best compared isomer or geometry (same formula, charge and spin): 166.8 kJ/mol
SMILES: O.O

ORCA input file:
```
! wB97M-V def2-TZVPD RIJCOSX def2/J DEFGRID3
* xyz 0 1
O 0.800 -0.511 -0.692
H 0.538 -0.761 -1.388
H 1.422 -1.095 -0.312
O -0.962 0.552 0.759
H -0.058 0.126 0.766
H -0.610 1.401 0.402
*
```



What did we get for highest occupied orbital energy? Answer: -0.434, -0.382, -0.418, -0.416, -0.432, -0.387 hartree, in the order shown.
What did we get for Kohn-Sham gap? Answer: 12.26, 10.86, 11.94, 12.01, 12.42, 11.31 eV, in the order shown.